1.
A 9-piece molecular cluster, C8H30O8 overall in a non-equilibrium geometry. Source: the Open Molecules 2025 dataset; level of theory: the ωB97M-V functional and the def2-TZVPD basis.

LUMO: -0.2 eV
E_HOMO: -0.31106 Eh
energy above the lowest of the compared OMol25 structures with the same formula, charge and spin: 308.6 kJ/mol
HOMO-LUMO gap: 8.2668 eV
spin multiplicity: 1
SMILES: C/C=C/C=C/CCC.O.O.O.O.O.O.O.O

XYZ file:
```
46
Properties=species:S:1:pos:R:3:lowdin_charge:R:1
C -0.436 2.673 2.708 -0.1162
C -0.053 3.716 1.666 -0.2804
C -1.033 3.934 0.547 -0.2125
C -1.102 2.715 -0.367 -0.1097
C -1.618 2.672 -1.589 -0.1198
C -1.709 1.613 -2.607 -0.1237
C -0.787 0.676 -2.813 -0.1411
C -0.678 -0.021 -4.146 -0.1027
H 0.403 2.387 3.344 0.0715
H -1.168 3.043 3.434 0.0742
H -0.963 1.802 2.300 0.0406
H 0.073 4.660 2.220 0.1058
H 0.994 3.593 1.365 0.1084
H -2.024 4.141 0.970 0.1187
H -0.843 4.817 -0.067 0.1108
H -0.742 1.843 0.170 0.0786
H -1.931 3.656 -1.941 0.1059
H -2.363 1.962 -3.401 0.1002
H -0.039 0.461 -2.062 0.1070
H 0.339 0.012 -4.525 0.0693
H -1.385 0.380 -4.867 0.0708
H -0.977 -1.072 -4.045 0.0676
H -1.646 -0.976 2.079 0.0114
H -2.001 -0.106 0.835 0.0517
O -1.292 -0.365 1.436 -0.0416
H 1.900 -2.263 -4.167 0.0341
H 0.705 -2.506 -3.203 0.0143
O 1.596 -2.788 -3.422 -0.0605
H 2.324 -2.881 -1.020 0.0276
H 1.324 -3.373 0.086 -0.0135
O 1.477 -3.306 -0.872 -0.0761
H 2.217 -0.821 2.092 -0.0096
H 1.481 0.548 2.170 0.0400
O 2.341 0.115 2.239 -0.0292
H -0.656 -2.748 4.144 0.0561
H -0.784 -2.067 2.803 -0.0036
O -0.135 -2.301 3.468 -0.0355
H 3.643 0.393 0.500 0.0149
H 4.155 -0.941 1.026 0.0071
O 4.398 -0.200 0.472 -0.0585
H 2.244 -3.013 2.534 0.0749
H 1.606 -2.144 1.492 0.0159
O 1.648 -3.060 1.779 -0.0480
H -3.416 -2.524 -0.244 0.0265
H -4.894 -2.038 -0.121 0.0319
O -4.110 -2.018 -0.674 -0.0537
```

2.
C21H34AuP as an isolated structure in a non-equilibrium geometry. Source: the Open Molecules 2025 dataset; level of theory: the ωB97M-V functional and the def2-TZVPD basis.

LUMO (alpha / beta): -7.5 / -9.3 eV
E_HOMO (alpha / beta): -0.51139 / -0.51145 Eh
HOMO-LUMO gap (alpha / beta): 6.4595 / 4.6309 eV
spin multiplicity: 3
total charge: +2

XYZ file:
```
57
Properties=species:S:1:pos:R:3:lowdin_charge:R:1
C 0.251 -2.362 -1.341 -0.2923
H -0.754 -2.776 -1.452 0.0698
H 0.536 -2.065 -2.352 0.0500
H -0.658 -0.519 -1.188 0.1158
C 1.206 -3.280 -0.666 -0.3750
H 2.148 -2.734 -0.606 0.0992
H 0.838 -3.380 0.351 0.1076
C 1.235 -4.508 -1.463 -0.0798
H 1.944 -5.188 -1.018 0.0948
H 0.238 -4.967 -1.475 0.1050
H 1.524 -4.294 -2.496 0.0987
C 1.100 2.126 -0.597 -0.1665
C 1.947 0.936 -0.574 -0.2713
C 2.019 0.495 -1.971 -0.1870
C 1.092 1.223 -2.718 -0.1556
C 0.534 2.238 -1.868 -0.1453
C -0.457 3.248 -2.295 0.0143
C 0.768 1.021 -4.139 0.0169
C 2.975 -0.480 -2.532 0.0023
C 3.095 0.826 0.351 -0.0225
C 0.967 3.141 0.471 0.0074
Au 0.378 -0.856 0.012 0.8720
H -0.261 1.336 -4.355 0.0962
H 1.433 1.613 -4.788 0.1287
H 0.871 -0.034 -4.436 0.1031
H -1.125 2.837 -3.060 0.0945
H -1.079 3.568 -1.446 0.0926
H 0.007 4.151 -2.715 0.1250
H 1.407 2.777 1.408 0.0909
H 1.423 4.129 0.260 0.1284
H -0.101 3.340 0.658 0.0888
H 3.541 -0.173 0.342 0.0895
H 3.864 1.545 0.037 0.1339
H 2.820 1.065 1.384 0.0951
H 2.477 -1.347 -2.995 0.0945
H 3.581 -0.011 -3.332 0.1283
H 3.676 -0.857 -1.770 0.0943
C -2.655 -1.879 0.837 -0.2499
P -1.725 -0.345 1.075 0.7800
C -2.791 0.936 0.343 -0.2282
C -1.793 -0.030 2.868 -0.3913
C -1.860 1.287 3.361 -0.0921
C -1.968 1.496 4.747 -0.0597
C -1.984 0.414 5.619 -0.0545
C -1.857 -0.898 5.138 -0.0479
C -1.754 -1.118 3.758 -0.0947
H -2.783 -2.060 -0.243 0.0532
H -3.640 -1.785 1.319 0.0805
H -2.097 -2.724 1.276 0.0527
H -3.785 0.849 0.801 0.0802
H -2.384 1.937 0.529 0.0331
H -2.874 0.784 -0.737 0.0488
H -1.852 2.134 2.675 0.0888
H -2.047 2.521 5.125 0.1200
H -2.097 0.580 6.697 0.1240
H -1.845 -1.743 5.816 0.1158
H -1.666 -2.140 3.370 0.0990
```

3.
C29H33N7NaO2 as an isolated structure in a non-equilibrium geometry. Source: the Open Molecules 2025 dataset; level of theory: the ωB97M-V functional and the def2-TZVPD basis.

LUMO: 2.1 eV
E_HOMO: -0.12368 Eh
energy above the lowest of the compared OMol25 structures with the same formula, charge and spin: 63.7 kJ/mol
HOMO-LUMO gap: 5.4966 eV
spin multiplicity: 1
total charge: -1

XYZ file:
```
72
Properties=species:S:1:pos:R:3:lowdin_charge:R:1
Na -0.105 -0.270 0.164 0.1709
C 1.471 -3.469 3.336 -0.0142
C 1.229 -2.166 2.601 -0.2568
N 1.365 -2.031 1.349 0.1079
C 1.668 -3.086 0.454 -0.2071
C 2.271 -2.519 -0.837 -0.2121
N 1.559 -1.337 -1.236 -0.0840
C 1.681 -0.977 -2.622 -0.2243
C 1.042 0.389 -2.832 -0.2256
N -0.276 0.434 -2.257 -0.0712
C -0.957 1.692 -2.426 -0.2193
C -1.906 1.924 -1.253 -0.2104
N -1.082 2.238 -0.135 0.1032
C -1.483 2.234 1.054 -0.2992
C -2.925 2.065 1.475 -0.0018
C -0.506 1.099 2.942 -0.3250
C -0.698 1.162 4.393 0.0183
C -0.238 0.186 5.196 -0.0721
C 0.448 -0.941 4.642 -0.0178
C 0.689 -1.010 3.309 -0.1585
N 0.303 0.008 2.430 0.0907
H 2.531 -3.722 3.283 0.0826
H 0.903 -4.263 2.853 0.0837
H 1.174 -3.430 4.378 0.0542
H 2.344 -3.856 0.865 0.1099
H 0.708 -3.551 0.203 0.1310
H 2.172 -3.276 -1.626 0.1129
H 3.350 -2.333 -0.675 0.1177
H 1.870 -0.549 -0.671 0.0794
H 1.170 -1.742 -3.226 0.1148
H 2.733 -0.926 -2.972 0.1166
H 1.040 0.625 -3.918 0.1162
H 1.639 1.139 -2.310 0.1170
H -0.846 -0.332 -2.592 0.1277
H -1.500 1.768 -3.389 0.1110
H -0.210 2.485 -2.383 0.1201
H -2.491 1.010 -1.079 0.1199
H -2.604 2.741 -1.482 0.1186
H -3.035 2.102 2.554 0.0783
H -3.307 1.107 1.128 0.0765
H -3.525 2.856 1.026 0.0822
H -1.198 2.030 4.798 0.1064
H -0.368 0.234 6.269 0.0958
H 0.818 -1.689 5.331 0.0929
O 1.399 1.062 0.296 -0.1376
C 1.731 2.149 0.858 -0.3745
C 3.024 2.710 0.650 -0.0403
C 3.406 3.930 1.146 -0.1481
C 2.517 4.688 1.893 -0.1572
C 1.276 4.145 2.183 -0.0830
C 0.879 2.903 1.727 -0.1138
C -0.483 2.430 2.172 -0.1244
N -1.098 0.099 2.123 -0.0789
N -2.061 -0.795 2.523 0.1143
C -2.341 -1.613 1.524 -0.4909
O -1.678 -1.753 0.467 -0.0430
C -3.662 -2.297 1.669 -0.1397
C -4.462 -2.112 2.793 -0.0406
C -5.754 -2.601 2.821 -0.1033
C -6.263 -3.287 1.729 -0.1195
C -5.463 -3.507 0.619 -0.1026
C -4.171 -3.015 0.590 -0.0326
H 3.719 2.126 0.060 0.0933
H 4.405 4.303 0.944 0.0850
H 2.784 5.674 2.251 0.0728
H 0.591 4.724 2.799 0.0976
H -0.886 3.199 2.844 0.1310
H -4.051 -1.558 3.622 0.0987
H -6.379 -2.440 3.692 0.0926
H -7.281 -3.652 1.746 0.0887
H -5.859 -4.052 -0.229 0.0922
H -3.530 -3.152 -0.270 0.1066
```

4.
A 2-piece molecular cluster, C7H11F2NO overall in a non-equilibrium geometry. Source: the Open Molecules 2025 dataset; level of theory: the ωB97M-V functional and the def2-TZVPD basis.

LUMO (alpha / beta): 0.6 / -1.9 eV
E_HOMO (alpha / beta): -0.17636 / -0.32713 Eh
HOMO-LUMO gap (alpha / beta): 5.4276 / 7.0054 eV
spin multiplicity: 3

XYZ file:
```
22
Properties=species:S:1:pos:R:3:lowdin_charge:R:1
C 0.830 0.364 1.307 -0.2797
C 0.547 1.027 0.072 -0.2234
C 1.806 0.941 -0.836 -0.1903
C 2.316 -0.487 -0.733 -0.1694
C 2.757 -0.875 0.736 -0.1917
C -4.287 -0.576 -0.010 -0.1706
C -3.302 0.309 0.051 -0.3841
N 1.767 -0.413 1.697 0.1134
O -4.464 -1.446 -0.998 0.0005
F -3.216 1.156 1.078 0.1052
F -2.385 0.408 -0.879 0.1276
H -0.168 0.470 -0.450 0.0636
H 0.375 2.111 0.290 0.1341
H 1.555 1.348 -1.851 0.1251
H 2.585 1.580 -0.421 0.1064
H 1.499 -1.097 -0.942 0.0822
H 3.151 -0.769 -1.395 0.1194
H 3.103 -2.009 0.858 0.1412
H 3.707 -0.457 0.950 0.0732
H -4.799 -0.885 0.947 0.1560
H 0.260 0.702 2.145 0.0985
H -3.633 -1.402 -1.615 0.1627
```

5.
A 9-piece molecular cluster, C13H44N2O9 overall in a non-equilibrium geometry. Source: the Open Molecules 2025 dataset; level of theory: the ωB97M-V functional and the def2-TZVPD basis.

LUMO: 0.4 eV
E_HOMO: -0.33585 Eh
energy above the lowest of the compared OMol25 structures with the same formula, charge and spin: 453.7 kJ/mol
HOMO-LUMO gap: 9.5051 eV
spin multiplicity: 1
SMILES: NC(N)=O.CCO.CCO.CCO.CCO.CO.CO.CO.CO

XYZ file:
```
68
Properties=species:S:1:pos:R:3:lowdin_charge:R:1
C -1.319 1.494 4.251 -0.0932
C -1.308 2.438 3.044 -0.2949
O 0.036 2.474 2.611 -0.1200
H -2.300 1.449 4.733 0.0756
H -0.619 1.829 5.023 0.0735
H -1.053 0.458 3.949 0.0776
H -1.677 3.409 3.360 0.1119
H -1.974 1.911 2.333 0.1082
H 0.590 2.811 3.359 0.1255
C -1.751 0.284 -0.369 -0.0484
C -0.475 -0.075 0.357 -0.2781
O 0.506 0.918 0.166 -0.1397
H -1.653 0.225 -1.415 0.0586
H -2.165 1.215 -0.050 0.0663
H -2.485 -0.457 -0.083 0.0534
H -0.097 -1.018 -0.069 0.1060
H -0.578 -0.017 1.442 0.0948
H 0.305 1.733 0.689 0.0785
C -3.114 -1.616 2.391 -0.0818
C -4.004 -2.551 1.501 -0.3331
O -3.587 -3.846 1.710 -0.0622
H -3.296 -0.552 2.260 0.0569
H -2.041 -1.779 2.118 0.0742
H -3.177 -1.879 3.440 0.0651
H -3.799 -2.262 0.456 0.0839
H -5.074 -2.437 1.760 0.1200
H -4.354 -4.401 1.838 0.0876
C -0.122 2.492 -3.478 -0.0517
C 1.337 2.780 -3.917 -0.3516
O 2.289 2.533 -2.968 -0.0890
H -0.503 3.254 -2.776 0.0761
H -0.247 1.610 -2.930 0.0291
H -0.616 2.525 -4.471 0.0891
H 1.556 3.909 -3.955 0.1359
H 1.523 2.289 -4.863 0.1002
H 1.989 1.643 -2.757 0.0169
C 1.883 -0.854 -2.599 -0.5801
O 0.693 -1.564 -2.535 -0.1256
N 2.784 -1.198 -3.480 0.1896
N 2.170 0.062 -1.770 0.1884
H 2.718 -1.988 -4.050 0.0994
H 3.669 -0.600 -3.526 0.1632
H 3.104 0.419 -1.659 0.1372
H 1.572 0.459 -1.043 0.0801
C 2.518 -0.176 2.296 -0.1624
O 3.606 -0.036 3.165 -0.1197
H 2.957 0.033 1.313 0.0820
H 1.646 0.376 2.681 0.0677
H 2.275 -1.228 2.325 0.0811
H 4.069 0.737 2.860 0.0622
C 1.788 -4.546 -0.698 -0.1742
O 1.171 -3.349 -0.294 -0.1317
H 1.229 -5.219 -1.328 0.0651
H 1.979 -5.228 0.135 0.0762
H 2.771 -4.341 -1.142 0.0759
H 1.017 -2.805 -1.081 0.0169
C -1.873 -3.496 -1.122 -0.1648
O -1.743 -2.722 -2.285 -0.1026
H -2.893 -3.604 -0.921 0.0476
H -1.398 -2.998 -0.326 0.0463
H -1.438 -4.496 -1.204 0.0867
H -0.833 -2.524 -2.442 -0.0066
C 1.242 4.650 0.322 -0.1795
O 2.015 4.711 -0.837 -0.0961
H 1.903 5.057 1.172 0.1104
H 0.902 3.723 0.635 0.0047
H 0.337 5.298 0.321 0.0914
H 1.417 4.654 -1.576 0.0500
```

6.
A 2-piece molecular cluster, C2H9N2S overall in a non-equilibrium geometry. Source: the Open Molecules 2025 dataset; level of theory: the ωB97M-V functional and the def2-TZVPD basis.

LUMO: -4.5 eV
E_HOMO: -0.47583 Eh
energy above the lowest of the compared OMol25 structures with the same formula, charge and spin: 223.3 kJ/mol
HOMO-LUMO gap: 8.4137 eV
spin multiplicity: 1
total charge: +1

XYZ file:
```
14
Properties=species:S:1:pos:R:3:lowdin_charge:R:1
C -2.389 0.281 -0.505 -0.3992
C -0.928 0.397 -0.566 -0.4615
N -2.903 -0.576 0.502 -0.0373
N 3.168 -0.246 0.226 0.1970
S 0.116 -0.602 0.297 0.7992
H -2.771 0.039 -1.588 0.1772
H -2.646 1.342 -0.244 0.1479
H -0.459 0.964 -1.287 0.0348
H -3.798 -1.160 0.393 0.1302
H -2.115 -1.324 0.496 0.0364
H 3.703 -0.527 1.039 0.1298
H 3.630 -0.371 -0.633 0.1043
H 3.116 0.819 0.316 0.1666
H 2.033 -0.524 0.275 -0.0254
```